1.
{
  "formula": "C10H25FN5O2",
  "method": "ωB97M-V/def2-TZVPD",
  "species": ["C", "C", "C", "F", "N", "C", "N", "N", "H", "H", "H", "H", "H", "H", "H", "H", "H", "H", "H", "C", "C", "O", "N", "C", "H", "H", "H", "H", "H", "H", "H", "C", "C", "O", "N", "C", "H", "H", "H", "H", "H", "H", "H"],
  "positions_angstrom": [[0.9545, 4.4363, -3.9450], [1.1396, 2.9595, -3.3337], [-0.0859, 2.0954, -3.8112], [-1.2296, 2.6621, -3.1926], [-0.0667, 0.6745, -3.3766], [1.2361, 0.0691, -3.4730], [1.8021, -0.5403, -2.3003], [1.9798, 0.0576, -4.5691], [1.3795, 4.4004, -4.9880], [1.4637, 5.2050, -3.2952], [-0.1368, 4.6932, -4.0606], [1.2150, 2.9808, -2.2033], [2.1355, 2.6051, -3.7446], [-0.2515, 2.2377, -4.9183], [-0.6495, 0.1718, -4.0674], [2.5279, -1.2197, -2.5567], [2.2135, 0.1815, -1.6897], [2.8187, -0.5269, -4.5961], [1.7227, 0.5907, -5.4007], [0.1613, -2.5701, -0.6614], [0.8918, -3.1095, 0.5383], [2.1133, -3.2077, 0.5592], [0.1581, -3.4911, 1.6138], [-1.2829, -3.4524, 1.7802], [0.8847, -2.3122, -1.4304], [-0.5169, -3.3261, -1.0628], [-0.3933, -1.6691, -0.3910], [0.7186, -3.8417, 2.3766], [-1.5160, -2.8249, 2.6428], [-1.6338, -4.4670, 1.9759], [-1.7879, -3.0591, 0.9015], [-0.3107, -0.4469, 4.4229], [-1.6731, -0.7787, 4.9727], [-2.1063, -1.9226, 4.9925], [-2.4294, 0.2416, 5.4580], [-2.0999, 1.6512, 5.5241], [0.1689, -1.3609, 4.0754], [-0.4017, 0.2388, 3.5778], [0.3129, -0.0043, 5.2018], [-3.3272, -0.0573, 5.8085], [-2.1387, 1.9674, 6.5681], [-2.8479, 2.2087, 4.9568], [-1.1125, 1.8601, 5.1210]],
  "forces_ev_per_angstrom": [[-0.19, -0.72, -0.01], [0.05, 0.73, -0.38], [0.00, 1.84, 0.67], [1.15, -0.91, -0.73], [1.72, -0.06, -1.27], [1.25, -0.19, 1.59], [-0.47, 1.15, -2.63], [-1.06, -0.37, 0.47], [-0.25, 0.39, 1.12], [-0.51, -0.87, -0.93], [1.16, -0.21, 0.40], [-0.35, -0.14, -1.28], [-1.20, 0.07, 0.53], [0.13, -0.33, 1.00], [0.06, -0.03, 0.70], [-0.12, 0.39, 0.29], [-0.76, -0.44, 0.17], [-0.15, 0.63, -0.05], [-0.13, -0.59, 0.14], [-0.11, -0.14, -0.15], [0.29, -0.32, 0.59], [0.00, 0.21, -0.30], [0.18, 0.28, -0.59], [0.17, -0.12, 0.46], [-0.19, -0.26, 0.37], [-0.14, 0.13, 0.08], [-0.13, -0.08, -0.11], [-0.07, -0.01, -0.01], [-0.26, -0.08, -0.04], [-0.23, 0.11, -0.04], [0.14, -0.04, 0.00], [0.12, -0.05, -0.07], [-0.46, -0.24, 0.20], [0.19, 0.05, -0.18], [0.39, -0.19, -0.23], [-0.47, -0.15, 0.20], [-0.13, 0.03, 0.08], [0.11, 0.10, 0.11], [0.02, 0.11, -0.14], [0.05, 0.03, 0.00], [0.12, 0.22, -0.09], [0.16, 0.21, 0.03], [-0.06, -0.10, 0.02]],
  "e_lumo_ha": -0.1847,
  "multiplicity": 1,
  "charge": 1,
  "homo_energy_ev": -11.2
}

***

2.
{
  "formula": "C15H21CrN9S6",
  "method": "ωB97M-V/def2-TZVPD",
  "species": ["Cr", "N", "C", "S", "N", "N", "C", "C", "C", "C", "C", "C", "N", "H", "H", "H", "H", "H", "H", "H", "C", "N", "C", "C", "N", "N", "C", "N", "N", "H", "H", "H", "H", "H", "H", "H", "H", "H", "H", "H", "C", "S", "C", "C", "S", "S", "C", "S", "S", "H", "H", "H"],
  "positions_angstrom": [[0.4965, 0.3062, 0.4332], [-3.1761, 1.3387, -1.4732], [-2.1782, 0.6511, -0.8922], [-0.6013, 0.6909, -1.6657], [-2.4506, -0.0364, 0.1931], [-1.3049, -0.6619, 0.5872], [-1.2925, -1.8770, 0.9832], [0.0320, -2.5079, 0.9944], [0.2386, -3.8282, 1.3550], [1.4962, -4.3854, 1.1392], [2.4854, -3.6137, 0.5618], [2.2095, -2.2877, 0.2496], [1.0196, -1.7413, 0.4696], [-3.0416, 1.7476, -2.3796], [-4.1146, 1.1979, -1.1362], [-2.2040, -2.4509, 1.1127], [-0.5704, -4.4118, 1.7687], [1.6842, -5.4158, 1.4052], [3.4658, -4.0145, 0.3529], [2.9505, -1.6339, -0.1919], [1.4448, -0.3736, 5.1060], [1.2798, 0.9917, 4.6103], [1.4431, 2.1022, 5.5389], [1.0250, 1.1886, 3.3058], [0.8046, 0.2377, 2.4521], [1.0412, 2.5057, 2.8810], [0.4753, 2.9985, 1.7262], [0.5309, 4.3426, 1.6046], [-0.0966, 2.2220, 0.8726], [1.7733, -0.3296, 6.1389], [2.2063, -0.9064, 4.5383], [0.4989, -0.9216, 5.0746], [1.3802, 1.7153, 6.5502], [0.6424, 2.8328, 5.4189], [2.4182, 2.5860, 5.4298], [0.7639, -0.6727, 2.8920], [1.4661, 3.1734, 3.5001], [1.0939, 4.8998, 2.2226], [0.3039, 4.7544, 0.7161], [-0.4560, 2.7158, 0.0633], [5.2241, -0.0521, -2.4460], [5.7779, 1.3310, -1.4235], [5.2934, 0.7478, 0.1592], [4.0278, 0.6719, 0.6313], [2.6251, 1.1564, -0.3032], [3.9125, 0.1023, 2.2776], [5.6019, -0.1470, 2.5971], [6.1295, -0.6456, 4.0660], [6.5820, 0.2518, 1.2397], [5.5347, 0.1805, -3.4627], [4.1406, -0.1461, -2.4156], [5.7041, -0.9779, -2.1365]],
  "forces_ev_per_angstrom": [[0.19, 0.16, 0.02], [-0.05, -0.02, 0.09], [-0.05, 0.06, -0.05], [0.16, 0.00, -0.09], [0.03, -0.12, 0.04], [0.04, -0.18, 0.16], [-0.11, 0.29, -0.12], [-0.01, -0.13, -0.01], [0.16, 0.15, -0.09], [-0.12, 0.06, 0.01], [0.03, 0.08, -0.02], [0.11, -0.01, 0.05], [-0.14, -0.09, 0.07], [0.04, -0.01, -0.01], [0.00, 0.00, -0.02], [-0.02, 0.01, 0.00], [-0.05, -0.01, 0.02], [0.02, -0.03, 0.00], [0.02, -0.02, 0.00], [0.03, -0.03, 0.00], [-0.07, 0.07, -0.02], [0.02, -0.07, -0.07], [0.01, 0.04, 0.05], [0.04, 0.05, 0.04], [-0.11, -0.22, 0.05], [0.06, 0.01, 0.02], [-0.02, 0.04, 0.03], [-0.02, -0.05, 0.05], [0.04, -0.06, -0.16], [0.02, 0.00, -0.01], [0.04, -0.03, -0.06], [0.02, 0.01, -0.02], [-0.01, 0.02, 0.02], [0.01, 0.00, 0.03], [0.00, 0.01, -0.01], [0.05, 0.03, 0.00], [0.02, 0.00, -0.02], [-0.01, 0.01, 0.00], [0.02, 0.00, -0.01], [-0.06, 0.02, 0.05], [0.02, -0.05, -0.08], [-0.02, -0.02, 0.00], [-0.10, -0.05, 0.07], [0.08, 0.04, -0.21], [-0.17, 0.00, 0.07], [-0.11, -0.08, 0.00], [0.04, 0.16, 0.19], [-0.02, -0.06, -0.09], [-0.07, -0.02, 0.01], [-0.01, 0.00, -0.03], [-0.01, 0.03, 0.02], [0.02, 0.00, 0.02]],
  "e_lumo_ha": [-0.1249, -0.1380],
  "multiplicity": 4,
  "charge": 1,
  "homo_energy_ev": [-9.7, -9.8]
}

***

3.
{
  "formula": "C21H36N4SiTeTi",
  "method": "ωB97M-V/def2-TZVPD",
  "species": ["Ti", "C", "C", "C", "C", "C", "C", "N", "N", "Si", "C", "C", "C", "H", "H", "H", "H", "H", "H", "H", "H", "H", "H", "H", "H", "H", "H", "H", "N", "C", "C", "C", "N", "H", "H", "H", "H", "H", "H", "H", "H", "H", "H", "C", "C", "C", "C", "C", "C", "Te", "C", "C", "C", "H", "H", "H", "H", "H", "H", "H", "H", "H", "H", "H"],
  "positions_angstrom": [[0.7346, -0.4115, -0.6997], [3.0173, -0.3651, 2.4205], [3.2247, 0.6659, 1.3500], [4.2873, 1.5489, 1.3768], [4.4236, 2.4745, 0.3430], [3.5117, 2.5096, -0.6876], [2.4305, 1.6125, -0.6604], [2.3213, 0.7136, 0.3593], [1.4437, 1.4957, -1.6031], [0.1527, 2.6127, -1.6040], [-0.8948, 2.3687, -3.1417], [-0.9550, 2.2708, -0.1073], [0.7018, 4.3988, -1.5478], [3.9253, -0.9491, 2.5760], [2.2016, -1.0362, 2.1481], [2.7692, 0.1109, 3.3708], [4.9996, 1.5128, 2.1895], [5.2568, 3.1666, 0.3477], [3.6023, 3.2037, -1.5108], [-1.5671, 1.5135, -3.0525], [-0.2766, 2.2388, -4.0323], [-1.5254, 3.2454, -3.3016], [-1.0505, 1.1938, 0.1112], [-1.9713, 2.6405, -0.2603], [-0.5608, 2.7372, 0.7975], [1.2918, 4.6411, -2.4340], [1.3188, 4.5895, -0.6672], [-0.1502, 5.0803, -1.5118], [-0.1960, -0.8631, -2.7455], [0.0126, -2.1951, -3.3408], [1.4858, -2.5239, -3.5424], [2.2631, -2.8420, -2.2729], [2.5037, -1.6389, -1.4601], [-1.1886, -0.6567, -2.7481], [0.2580, -0.1367, -3.2969], [-0.5001, -2.2693, -4.3058], [-0.4383, -2.9253, -2.6644], [1.9781, -1.7065, -4.0832], [1.5432, -3.3972, -4.1956], [3.2052, -3.3309, -2.5416], [1.6911, -3.5432, -1.6617], [3.1174, -0.9969, -1.9562], [2.9837, -1.8961, -0.6034], [-5.1185, 0.0698, 3.9229], [-3.9938, -0.5634, 3.1470], [-4.0328, -0.6634, 1.7663], [-3.0012, -1.2548, 1.0402], [-3.1406, -1.3302, -0.4569], [-1.8820, -1.7578, 1.7149], [-0.2589, -2.6491, 0.6497], [-1.8336, -1.6759, 3.1140], [-0.6710, -2.2206, 3.8986], [-2.8851, -1.0815, 3.8017], [-5.8490, 0.5265, 3.2562], [-4.7415, 0.8423, 4.5945], [-5.6376, -0.6713, 4.5335], [-4.8926, -0.2734, 1.2308], [-4.1307, -0.9936, -0.7664], [-2.9813, -2.3504, -0.8095], [-2.3937, -0.7037, -0.9516], [0.2547, -1.7095, 3.6291], [-0.5166, -3.2794, 3.6829], [-0.8391, -2.0996, 4.9682], [-2.8367, -1.0228, 4.8844]],
  "forces_ev_per_angstrom": [[0.00, 0.04, -0.06], [-0.02, -0.03, -0.02], [-0.07, 0.05, -0.08], [0.10, 0.06, 0.03], [0.00, -0.03, 0.03], [-0.03, 0.00, 0.02], [-0.27, -0.14, -0.05], [0.16, 0.00, -0.04], [0.25, -0.01, 0.17], [-0.17, 0.09, -0.04], [0.00, -0.02, 0.00], [0.10, -0.05, -0.09], [0.05, 0.01, 0.04], [0.00, -0.01, 0.02], [0.02, -0.01, 0.02], [-0.01, 0.01, 0.00], [0.00, -0.01, 0.00], [0.01, 0.00, 0.01], [-0.02, 0.00, -0.01], [-0.02, -0.02, -0.03], [0.00, 0.00, -0.03], [-0.02, 0.02, 0.00], [-0.10, -0.01, 0.04], [-0.02, -0.01, 0.03], [0.02, -0.03, 0.03], [0.02, 0.04, -0.01], [0.02, 0.03, 0.00], [-0.03, 0.00, 0.00], [0.13, 0.03, 0.11], [-0.01, -0.06, -0.06], [-0.02, 0.00, 0.03], [0.02, -0.02, -0.03], [-0.06, 0.01, 0.04], [-0.01, 0.04, -0.02], [-0.07, -0.05, -0.08], [0.02, 0.02, 0.03], [0.01, 0.02, -0.01], [0.01, 0.00, -0.01], [0.00, 0.00, 0.00], [-0.01, 0.01, 0.00], [0.00, 0.00, 0.00], [0.02, 0.00, 0.00], [0.04, 0.00, -0.01], [0.05, -0.03, -0.03], [-0.04, 0.03, 0.01], [-0.02, 0.01, 0.01], [0.03, 0.00, -0.03], [-0.03, -0.04, 0.05], [0.00, 0.02, -0.06], [-0.09, -0.03, 0.04], [0.03, -0.02, 0.05], [-0.03, 0.01, -0.02], [0.01, 0.00, 0.00], [-0.01, 0.01, -0.01], [-0.02, 0.01, 0.02], [-0.01, 0.00, 0.01], [0.00, 0.00, 0.00], [0.01, 0.00, -0.01], [0.01, 0.00, -0.04], [0.01, 0.04, 0.01], [0.02, 0.00, 0.00], [0.01, 0.01, 0.01], [0.00, 0.00, 0.02], [0.02, 0.00, 0.01]],
  "e_lumo_ha": [0.0125, 0.0117],
  "multiplicity": 3,
  "relative_energy_kj_mol": 13.4,
  "homo_energy_ev": [-6.2, -6.9]
}

***

4.
{
  "formula": "CH3F2PS",
  "method": "ωB97M-V/def2-TZVPD",
  "species": ["C", "F", "F", "P", "S", "H", "H", "H"],
  "positions_angstrom": [[1.4598, 1.0999, -0.2424], [1.2699, -1.0447, -1.0771], [1.5580, 1.8862, 0.8392], [0.9501, -0.4317, 0.3202], [0.5808, 1.8121, -1.5982], [1.9258, -1.2190, 0.8619], [-0.4052, -1.0643, 0.5950], [1.0312, 0.7789, -2.3056]],
  "forces_ev_per_angstrom": [[-0.74, 2.72, -0.37], [-0.44, -1.69, -2.76], [0.20, 1.16, 0.07], [-1.60, -2.02, 3.45], [0.89, 0.15, 0.25], [0.71, -0.82, 0.86], [1.26, 0.58, -0.91], [-0.28, -0.06, -0.58]],
  "e_lumo_ha": [0.0269, -0.0484],
  "multiplicity": 3,
  "relative_energy_kj_mol": 230.4,
  "homo_energy_ev": [-6.1, -10.7]
}

***

5.
{
  "formula": "C9H11O2",
  "method": "ωB97M-V/def2-TZVPD",
  "species": ["C", "C", "C", "C", "C", "C", "C", "O", "C", "C", "O", "H", "H", "H", "H", "H", "H", "H", "H", "H", "H", "H"],
  "positions_angstrom": [[1.1715, 1.6567, -1.5465], [1.1812, 0.1747, -1.4156], [-0.2085, -0.3849, -1.5194], [-1.4676, -0.3524, -1.7832], [-1.1948, -1.3572, -0.7024], [-1.3892, -0.9287, 0.6890], [-0.7729, 0.3750, 1.1054], [-1.3468, 1.3973, 0.6302], [0.3195, 0.3602, 1.9429], [0.9485, -0.6946, 2.5479], [1.8716, -0.6278, 3.3231], [0.7134, 2.1012, -0.6766], [0.7172, 1.9814, -2.4335], [2.2631, 1.8480, -1.6069], [1.3667, -0.1231, -0.3730], [1.9121, -0.3524, -2.0315], [-2.3522, 0.2435, -2.0147], [-1.3196, -2.3731, -0.9747], [-1.1324, -1.6702, 1.4656], [-2.4804, -0.7951, 0.8728], [0.6141, 1.3541, 2.1658], [0.5853, -1.8329, 2.3354]],
  "forces_ev_per_angstrom": [[2.40, -0.25, 0.72], [-1.90, -1.63, 0.99], [-0.22, -1.91, -0.14], [-1.07, 0.75, 0.37], [1.90, 1.98, -1.79], [-1.92, -1.03, 2.30], [-1.69, 0.34, -1.34], [0.80, -0.23, 0.57], [-0.68, 1.27, -0.58], [-0.93, -3.32, -0.47], [1.93, 0.20, 1.54], [-0.10, 0.26, 0.15], [-0.73, 0.53, -1.29], [-0.55, 0.91, 0.15], [0.70, 0.36, -0.20], [-0.20, 0.04, -0.23], [0.56, -0.03, -0.37], [0.22, -1.04, -0.04], [0.17, -0.16, -0.75], [0.31, 0.13, -0.13], [0.77, 0.77, 0.55], [0.24, 2.04, -0.02]],
  "e_lumo_ha": 0.1411,
  "multiplicity": 1,
  "relative_energy_kj_mol": 406.0,
  "charge": -1,
  "homo_energy_ev": -3.6
}

***

6.
{
  "formula": "H33O17",
  "method": "ωB97M-V/def2-TZVPD",
  "species": ["O", "H", "H", "O", "H", "H", "O", "H", "H", "O", "H", "H", "O", "H", "O", "H", "H", "O", "H", "H", "O", "H", "H", "O", "H", "H", "O", "H", "H", "O", "H", "H", "O", "H", "H", "O", "H", "H", "O", "H", "H", "O", "H", "H", "O", "H", "H", "O", "H", "H"],
  "positions_angstrom": [[-4.0062, 1.5561, -3.5149], [-3.7197, 0.7584, -3.9708], [-3.4865, 1.8492, -2.7481], [-0.0602, 0.8869, -4.5418], [-0.2552, 1.7317, -4.9787], [-0.1442, 0.9390, -3.6261], [3.3846, 1.7646, 3.7763], [2.7886, 0.9875, 3.6433], [3.6762, 2.0693, 2.8852], [-3.1011, -0.6218, 1.8049], [-3.8246, -0.0069, 2.0830], [-2.9148, -0.2658, 0.9111], [-0.4086, -0.6538, 0.7165], [0.5040, 1.1883, 5.7113], [-0.9240, -0.8574, 3.5683], [2.7298, 2.0252, -1.3329], [-0.3218, -0.2847, 3.0642], [-3.5431, -1.3047, -0.5714], [2.7636, -4.0804, -0.2481], [-3.4848, -1.6922, 0.3232], [1.2924, 3.0910, -3.5396], [2.2233, 2.9548, -3.4081], [-0.8313, -0.9150, -0.1418], [2.1591, -4.7731, -0.1414], [-4.1399, -1.8630, -1.1247], [1.3571, -4.1080, 0.0293], [4.8377, 1.7949, -3.8572], [4.4097, 1.2507, -4.5791], [4.4473, 1.4579, -2.9734], [-1.9662, 2.0234, -1.0100], [-1.7962, 2.6965, -1.6767], [-3.7301, -2.4651, 2.9270], [1.3363, 1.8073, 6.0414], [1.1640, 2.6687, 5.5884], [0.3592, -0.0097, 0.2403], [-3.0751, -2.7331, 3.5568], [-2.3203, -2.2815, 3.2794], [-1.6146, -0.6599, 2.8533], [-1.0364, -3.0962, 0.4986], [-1.0111, -3.7680, 1.2886], [-0.3342, -2.4674, 0.8388], [3.2960, 1.2559, -1.4013], [2.8673, 0.6970, -0.7863], [0.8052, 2.7083, -2.8458], [0.9189, 1.2787, -0.4404], [-1.0618, 1.8077, -0.6699], [0.5724, 2.0218, -0.0938], [1.7175, -2.4354, -0.3066], [1.1089, -1.7199, -0.2500], [2.3930, -2.2076, -0.8502]],
  "forces_ev_per_angstrom": [[-0.81, 0.83, -0.19], [0.66, 0.22, 0.79], [0.16, -1.19, -0.51], [-0.15, -0.63, -3.18], [0.25, -0.34, 0.86], [-0.25, 0.54, 2.25], [-0.23, -0.36, -0.99], [0.80, 1.07, 0.00], [-0.51, -0.63, 0.91], [-1.09, 1.70, -0.01], [0.80, -0.82, 0.01], [0.41, 0.00, 0.48], [1.85, 0.95, -2.75], [3.20, 2.45, 1.26], [-0.83, 1.37, -1.92], [-0.41, 0.06, 0.06], [0.93, -0.42, 0.58], [-0.82, -0.79, -0.78], [1.87, 0.90, -0.19], [-0.22, -0.42, -0.83], [0.12, 1.60, -1.71], [0.52, -0.38, 0.27], [-0.19, 0.23, 1.15], [-3.67, -0.20, 0.94], [0.87, 0.63, 0.84], [2.15, -2.59, -0.64], [-1.38, -1.38, 0.52], [0.62, 0.86, 1.50], [0.57, 0.50, -1.86], [0.53, 0.08, 0.16], [0.07, 0.11, 0.08], [-0.48, 0.12, -0.44], [-3.56, -1.50, -1.66], [0.25, -1.10, 0.42], [-1.66, 0.39, 1.21], [-1.74, -1.69, 1.20], [2.15, 1.04, -0.45], [0.14, -0.75, 1.36], [1.22, -1.94, 3.17], [-0.41, 1.59, -2.33], [-1.32, -0.40, -0.50], [1.92, 0.85, -1.34], [-0.98, -0.93, 0.97], [-0.37, -0.97, 1.64], [1.22, -4.15, -2.04], [-0.54, -0.33, -0.44], [-1.53, 3.90, 2.36], [-2.38, -0.61, 2.37], [-0.70, 1.18, 0.10], [2.98, 1.31, -2.69]],
  "e_lumo_ha": 0.0809,
  "multiplicity": 1,
  "relative_energy_kj_mol": 418.8,
  "charge": -1,
  "homo_energy_ev": -6.9
}

***

Look up the multiplicity of the first one. 1